1.
{
  "formula": "C4H14N2O2",
  "method": "ωB97M-V/def2-TZVPD",
  "species": ["C", "C", "C", "N", "C", "N", "H", "H", "H", "H", "H", "H", "H", "H", "H", "H", "O", "H", "H", "O", "H", "H"],
  "xyz": [[-0.6155, 0.3103, -2.7035], [0.3754, 0.8567, -1.6538], [0.6304, -0.0876, -0.4855], [1.5531, 0.5012, 0.4678], [1.0969, 1.1376, 1.4599], [-0.2188, 1.4289, 1.7204], [-1.1365, 1.1718, -3.1146], [-0.0418, -0.0179, -3.5700], [-1.3753, -0.3645, -2.3185], [1.3088, 1.0905, -2.1696], [0.0755, 1.8434, -1.2699], [1.1175, -0.9648, -0.8900], [-0.3134, -0.3784, -0.0215], [1.8025, 1.4779, 2.2091], [-0.8391, 1.3184, 0.9311], [-0.6713, 1.8488, 2.5077], [1.4236, -2.7177, 1.3128], [0.9979, -2.8618, 0.4585], [0.9284, -1.9275, 1.5911], [-1.8078, -1.4646, 2.0285], [-2.1014, -0.6095, 2.3568], [-2.1890, -1.5911, 1.1534]],
  "gap_ev": 9.45,
  "de_lowest_kj_mol": 107.34,
  "smiles": "CCC/N=C\\N.O.O",
  "e_homo_ha": -0.3356,
  "e_tot_ev": -11449.5776,
  "multiplicity": 1
}

2.
{
  "formula": "C48H144O24",
  "method": "ωB97M-V/def2-TZVPD",
  "species": ["C", "C", "O", "H", "H", "H", "H", "H", "H", "C", "C", "O", "H", "H", "H", "H", "H", "H", "C", "C", "O", "H", "H", "H", "H", "H", "H", "C", "C", "O", "H", "H", "H", "H", "H", "H", "C", "C", "O", "H", "H", "H", "H", "H", "H", "C", "C", "O", "H", "H", "H", "H", "H", "H", "C", "C", "O", "H", "H", "H", "H", "H", "H", "C", "C", "O", "H", "H", "H", "H", "H", "H", "C", "C", "O", "H", "H", "H", "H", "H", "H", "C", "C", "O", "H", "H", "H", "H", "H", "H", "C", "C", "O", "H", "H", "H", "H", "H", "H", "C", "C", "O", "H", "H", "H", "H", "H", "H", "C", "C", "O", "H", "H", "H", "H", "H", "H", "C", "C", "O", "H", "H", "H", "H", "H", "H", "C", "C", "O", "H", "H", "H", "H", "H", "H", "C", "C", "O", "H", "H", "H", "H", "H", "H", "C", "C", "O", "H", "H", "H", "H", "H", "H", "C", "C", "O", "H", "H", "H", "H", "H", "H", "C", "C", "O", "H", "H", "H", "H", "H", "H", "C", "C", "O", "H", "H", "H", "H", "H", "H", "C", "C", "O", "H", "H", "H", "H", "H", "H", "C", "C", "O", "H", "H", "H", "H", "H", "H", "C", "C", "O", "H", "H", "H", "H", "H", "H", "C", "C", "O", "H", "H", "H", "H", "H", "H"],
  "xyz": [[-1.0454, -4.0154, -4.8621], [-1.8727, -4.6639, -3.7616], [-3.3114, -4.7470, -4.0152], [-1.1597, -2.9330, -4.8027], [-1.3052, -4.2630, -5.8913], [-0.0159, -4.2385, -4.5817], [-1.6994, -4.2705, -2.7600], [-1.4866, -5.6751, -3.6332], [-3.7685, -5.2582, -3.3433], [5.9631, 0.8930, -3.9263], [6.4391, 0.1376, -5.2170], [7.7555, -0.3851, -4.9528], [6.7941, 1.5299, -3.6232], [5.9229, 0.2204, -3.0694], [5.0597, 1.4768, -4.1023], [6.6298, 0.8492, -6.0203], [5.8606, -0.7381, -5.5110], [8.3994, 0.2819, -4.7035], [3.3106, -3.0432, 2.6585], [2.5150, -4.2000, 1.9679], [1.4886, -3.5668, 1.2049], [4.1984, -3.3976, 3.1823], [2.8214, -2.5160, 3.4776], [3.6903, -2.3182, 1.9385], [2.0408, -4.9083, 2.6474], [3.0787, -4.7844, 1.2407], [1.1786, -4.2046, 0.5578], [0.2704, 0.5906, -0.6396], [0.1936, -0.6652, 0.2178], [1.2774, -0.7305, 1.0862], [-0.6249, 0.7150, -1.2488], [1.0928, 0.6055, -1.3549], [0.2916, 1.4487, 0.0322], [0.1387, -1.5323, -0.4403], [-0.7106, -0.6931, 0.8258], [1.3325, -1.6448, 1.3738], [5.7264, 0.3569, 6.2856], [4.5757, 0.6944, 5.3282], [5.0931, 0.3262, 4.0856], [6.6426, 0.8336, 5.9374], [5.9435, -0.7050, 6.4007], [5.5738, 0.7188, 7.3024], [4.3391, 1.7583, 5.3375], [3.8099, -0.0148, 5.6423], [4.4300, 0.3482, 3.3917], [-1.7873, 2.5940, 2.9017], [-3.2979, 2.1772, 2.8355], [-3.7326, 1.7455, 1.5726], [-1.4944, 3.2324, 2.0681], [-1.0549, 1.8031, 2.7401], [-1.4186, 3.1362, 3.7725], [-3.9952, 2.9568, 3.1425], [-3.3629, 1.4207, 3.6176], [-3.4755, 0.8243, 1.4896], [5.8200, 0.8806, 1.1102], [4.3054, 0.9282, 0.8194], [3.5572, 0.8886, 2.0077], [6.0796, 1.9024, 1.3869], [6.3631, 0.6973, 0.1831], [6.2359, 0.1805, 1.8347], [3.9630, 0.1667, 0.1188], [4.1714, 1.9332, 0.4193], [2.6659, 0.5861, 1.8186], [-1.9942, -4.5965, 3.2158], [-1.9550, -4.5225, 1.7222], [-1.2851, -3.2419, 1.3785], [-2.4547, -3.8772, 3.8930], [-0.9963, -4.6695, 3.6482], [-2.4480, -5.5165, 3.5842], [-2.9618, -4.5122, 1.3048], [-1.4437, -5.3537, 1.2365], [-0.3574, -3.4470, 1.5163], [-6.9501, -3.9306, 3.5572], [-5.7937, -3.7774, 2.5387], [-5.9435, -2.7351, 1.6094], [-7.0897, -3.0607, 4.1990], [-6.7259, -4.7603, 4.2276], [-7.9242, -3.9874, 3.0714], [-5.6867, -4.6551, 1.9012], [-4.9309, -3.5829, 3.1757], [-5.0972, -2.4170, 1.2866], [-5.2678, -0.7004, 5.0941], [-3.9283, -1.2992, 5.4695], [-3.5616, -1.1330, 6.7700], [-5.2166, 0.3662, 5.3127], [-6.1602, -1.1145, 5.5635], [-5.3881, -0.6946, 4.0108], [-3.1551, -0.8936, 4.8169], [-3.8455, -2.3726, 5.2991], [-3.0557, -1.9117, 7.0135], [1.5436, -5.6086, -2.2294], [1.4147, -6.3405, -0.8668], [0.5185, -5.7345, 0.0186], [2.3308, -5.9924, -2.8784], [1.8588, -4.5914, -1.9967], [0.5404, -5.5191, -2.6462], [2.3586, -6.3321, -0.3216], [1.0134, -7.3294, -1.0884], [0.4711, -6.4012, 0.7077], [2.6292, -2.7257, 7.1122], [1.4767, -2.0933, 7.8958], [1.1927, -2.9068, 8.9812], [2.5070, -3.7939, 6.9331], [3.5617, -2.6004, 7.6626], [2.6693, -2.3550, 6.0880], [0.6619, -1.9675, 7.1827], [1.7567, -1.0806, 8.1859], [1.8638, -2.7628, 9.6524], [-0.5850, 0.5380, 5.6562], [0.2406, -0.0983, 4.5962], [1.4452, 0.6934, 4.3820], [-1.5209, 0.0317, 5.8923], [-0.7097, 1.5626, 5.3058], [-0.0867, 0.6357, 6.6207], [-0.3125, -0.1105, 3.6570], [0.4377, -1.1597, 4.7470], [1.9033, 0.5751, 3.5466], [6.8965, -2.4744, -0.9722], [5.9779, -3.0883, 0.0703], [6.6223, -4.2467, 0.5785], [6.3275, -1.9122, -1.7127], [7.5873, -3.1890, -1.4198], [7.3775, -1.5952, -0.5434], [5.0890, -3.4894, -0.4167], [5.7372, -2.3922, 0.8738], [6.7146, -4.2357, 1.5340], [-6.7797, 2.7345, -2.0510], [-5.4944, 1.9193, -1.8052], [-4.4113, 2.8365, -2.0265], [-6.6811, 3.3493, -2.9456], [-6.9737, 3.3132, -1.1478], [-7.7185, 2.1834, -2.1059], [-5.6126, 1.1366, -2.5545], [-5.5415, 1.6818, -0.7424], [-4.1394, 3.1178, -1.1498], [1.6213, 3.4400, -3.4213], [2.0778, 3.8660, -4.7985], [3.4935, 3.7694, -4.7032], [0.5510, 3.3357, -3.2433], [1.8139, 4.2821, -2.7565], [2.1686, 2.5134, -3.2484], [1.6394, 4.8552, -4.9302], [1.7166, 3.1815, -5.5660], [3.8340, 3.6041, -5.5854], [1.9806, -2.1221, -3.8639], [1.5704, -0.8813, -4.6955], [2.4610, -0.8634, -5.7575], [1.4385, -2.0707, -2.9197], [3.0447, -2.0822, -3.6308], [1.7560, -3.0403, -4.4067], [1.6417, 0.0309, -4.1031], [0.4953, -1.0276, -4.7998], [2.1573, -1.3937, -6.4978], [6.2106, 4.9820, -2.4939], [5.3359, 4.2995, -1.3997], [4.0054, 4.5564, -1.6297], [6.0645, 4.5629, -3.4894], [7.2601, 4.9201, -2.2060], [5.9483, 6.0293, -2.6435], [5.6511, 4.6253, -0.4084], [5.4732, 3.2212, -1.4803], [3.9658, 4.4361, -2.5813], [-3.7504, -1.9831, -6.8802], [-3.3141, -1.1776, -5.7167], [-2.0678, -0.5575, -5.9192], [-3.6799, -1.3883, -7.7909], [-4.8083, -2.2149, -6.7570], [-3.1609, -2.8965, -6.9591], [-3.2463, -1.8207, -4.8392], [-4.0476, -0.3756, -5.6332], [-2.1304, 0.3708, -5.6825], [-3.9360, -2.1410, -1.4982], [-3.9868, -0.9482, -0.4896], [-3.5765, -1.4112, 0.7765], [-4.3111, -1.8859, -2.4893], [-4.6918, -2.8651, -1.1940], [-2.9638, -2.6071, -1.6586], [-4.9700, -0.4779, -0.5060], [-3.4194, -0.0967, -0.8650], [-2.6941, -1.7821, 0.8504], [-3.7789, 2.3892, -6.6195], [-3.5919, 2.7723, -5.1535], [-3.3075, 1.6627, -4.3362], [-4.3710, 1.4822, -6.7413], [-2.8113, 2.2357, -7.0974], [-4.2664, 3.1942, -7.1695], [-4.4752, 3.2077, -4.6865], [-2.8174, 3.5387, -5.1241], [-3.7560, 1.8193, -3.5020], [-6.2708, 5.6644, 0.6276], [-4.9346, 5.1664, 1.1845], [-4.2905, 4.2009, 0.2577], [-6.6415, 6.3807, 1.3608], [-6.9583, 4.9107, 0.2436], [-6.2027, 6.2313, -0.3009], [-5.1495, 4.5336, 2.0456], [-4.2376, 5.9691, 1.4250], [-4.1346, 3.4565, 0.8435], [1.5033, 4.1741, 1.3974], [0.8762, 5.3621, 2.1488], [1.9378, 6.2355, 2.5420], [2.3225, 4.3283, 0.6951], [0.7532, 3.6922, 0.7703], [1.8097, 3.4450, 2.1475], [0.4224, 4.9212, 3.0364], [0.2046, 5.9111, 1.4888], [2.3874, 5.9754, 3.3493], [-1.6873, 4.8742, -1.9372], [-0.6821, 5.9497, -2.3129], [-1.4509, 7.1524, -2.3424], [-2.3072, 5.1020, -1.0700], [-1.2417, 3.8889, -1.8003], [-2.3366, 4.8412, -2.8121], [-0.2185, 5.6693, -3.2588], [-0.0037, 6.1036, -1.4737], [-1.8762, 7.2750, -1.4906]],
  "gap_ev": 9.47,
  "de_lowest_kj_mol": 578.36,
  "e_homo_ha": -0.3514,
  "e_tot_ev": -101241.6789,
  "multiplicity": 1
}

3.
{
  "formula": "C4H5N3",
  "method": "ωB97M-V/def2-TZVPD",
  "species": ["N", "C", "N", "C", "C", "C", "N", "H", "H", "H", "H", "H"],
  "xyz": [[-0.4738, -2.2917, -0.1049], [-0.1779, -0.9212, -0.0604], [1.0569, -0.5622, -0.4037], [1.2671, 0.7854, -0.4389], [0.2786, 1.7074, -0.0392], [-0.9257, 1.1727, 0.3517], [-1.1512, -0.1271, 0.3602], [-1.2167, -2.5985, 0.5284], [0.3911, -2.8825, -0.0372], [2.2436, 1.1317, -0.8023], [0.4366, 2.7619, -0.1121], [-1.7287, 1.8240, 0.7584]],
  "gap_ev": 9.87,
  "de_lowest_kj_mol": 17.99,
  "smiles": "Nc1ncccn1",
  "e_homo_ha": -0.3330,
  "e_tot_ev": -8699.6259,
  "multiplicity": 1
}

Q: multiplicity of number 2 (C48H144O24)?
A: 1